# 1
A structure of composition C34H47AsGeNOOsSb, computed with ωB97M-V with the def2-TZVPD basis set.

```
87
Properties=species:S:1:pos:R:3:forces:R:3
Os -1.13432 0.16273 0.03640 -0.328 0.332 -0.057
C -1.90465 3.47654 2.66624 0.018 0.001 0.007
C -1.04923 2.34466 3.23366 -0.016 0.085 0.015
Sb -1.72063 0.44155 2.57680 0.117 -0.063 0.218
C -3.70144 0.32646 3.31959 -0.046 -0.014 -0.054
C -3.75814 0.68842 4.80118 -0.082 -0.029 -0.030
C -0.57497 -0.97718 3.67829 0.027 0.026 0.050
C 0.01729 -0.41877 4.96933 -0.004 -0.046 -0.005
H -1.48266 4.44699 2.92699 -0.002 0.002 0.010
H -2.91810 3.44807 3.06740 -0.015 -0.014 -0.004
H -1.98986 3.43368 1.57658 0.009 0.002 -0.005
H -1.07635 2.32714 4.32345 0.024 0.052 0.012
H 0.00010 2.43393 2.94387 0.003 0.002 0.001
H -4.03665 -0.69424 3.13405 -0.020 -0.004 -0.003
H -4.31394 0.99085 2.71006 -0.018 -0.001 0.005
H -3.17644 -0.00175 5.41182 0.021 -0.012 0.003
H -4.79013 0.63600 5.14759 -0.001 0.005 0.020
H -3.40359 1.70112 4.99298 0.013 0.017 -0.006
H 0.20106 -1.32990 2.99839 -0.021 -0.011 0.021
H -1.24767 -1.81661 3.86307 0.011 -0.001 0.017
H 0.70276 0.40714 4.77816 0.004 0.015 -0.008
H 0.58119 -1.19852 5.48134 0.006 0.000 0.008
H -0.74890 -0.06638 5.65897 -0.016 0.012 0.002
C -1.98877 -3.76087 -1.57673 -0.002 -0.044 0.003
Ge -2.07546 -3.17201 0.28204 -0.004 0.031 -0.218
C -3.56720 -3.99094 1.20643 -0.064 -0.063 0.091
C -0.39463 -3.54847 1.18967 0.073 0.030 0.048
C -2.45345 -1.20958 0.19281 0.069 -0.035 0.099
H -1.46640 -4.71659 -1.63054 -0.013 -0.008 -0.027
H -1.45354 -3.03613 -2.18681 0.073 0.041 -0.041
H -2.98659 -3.88742 -1.99393 -0.017 0.011 0.002
H -3.43985 -5.07391 1.19960 -0.036 -0.009 0.017
H -4.51216 -3.75405 0.71970 -0.016 0.001 -0.004
H -3.61289 -3.66458 2.24545 -0.025 -0.007 0.023
H -0.00795 -4.49734 0.81659 0.000 -0.025 0.022
H -0.54175 -3.64189 2.26533 0.004 -0.023 -0.005
H 0.34846 -2.77823 0.99323 0.023 -0.021 -0.009
H -3.50285 -0.97647 0.39982 -0.029 -0.041 -0.015
O 0.65209 -0.75836 -0.20519 0.369 -0.186 -0.132
As 1.98047 -0.68513 -1.28915 -0.016 0.026 0.158
C 1.36972 0.33346 -2.77341 -0.105 0.004 -0.095
C 2.08957 1.43695 -3.22299 -0.031 0.024 0.010
C 1.59647 2.18238 -4.28651 0.018 0.001 0.016
C 0.40276 1.82386 -4.89463 -0.009 0.017 0.001
C -0.31487 0.72356 -4.44252 -0.042 0.018 0.036
C 0.16102 -0.02250 -3.37666 0.032 0.021 -0.015
C 2.51000 -2.44575 -1.71083 -0.088 -0.141 -0.068
C 3.58579 -3.01301 -1.03408 -0.026 -0.044 -0.004
C 3.92061 -4.33463 -1.29163 0.013 0.042 0.035
C 3.18376 -5.07207 -2.20614 -0.021 -0.013 -0.034
C 2.10971 -4.49921 -2.87815 0.013 -0.009 0.001
C 1.76605 -3.18111 -2.63356 0.112 -0.004 -0.011
C 3.37331 0.23584 -0.39052 0.060 0.007 0.111
C 4.62360 0.38010 -0.99011 -0.032 0.001 -0.012
C 5.62934 1.04533 -0.30740 -0.016 0.010 0.019
C 5.38820 1.55210 0.96396 0.014 -0.007 -0.016
C 4.14510 1.39742 1.56053 -0.028 -0.010 -0.004
C 3.12935 0.73415 0.88617 0.020 0.035 -0.040
H 3.02246 1.72107 -2.75213 0.005 -0.003 -0.004
H 2.15041 3.04012 -4.64232 0.009 0.009 -0.003
H 0.02817 2.40443 -5.72661 -0.004 0.004 -0.009
H -1.24599 0.44916 -4.91955 -0.003 -0.008 -0.004
H -0.40320 -0.87952 -3.02701 -0.036 -0.005 0.026
H 4.15806 -2.43895 -0.31639 0.001 0.008 0.004
H 4.75826 -4.78627 -0.77842 0.003 -0.002 0.005
H 3.45163 -6.10125 -2.40362 0.000 -0.004 -0.006
H 1.54914 -5.07765 -3.59980 -0.007 -0.003 0.006
H 0.94223 -2.73301 -3.17318 -0.012 0.001 -0.004
H 4.81933 -0.02510 -1.97660 -0.001 -0.016 0.004
H 6.60212 1.16421 -0.76351 0.015 -0.006 -0.006
H 6.17938 2.06244 1.49574 0.008 0.014 0.004
H 3.97242 1.78415 2.55565 -0.002 -0.001 0.014
H 2.16138 0.58404 1.35114 0.014 -0.001 -0.003
N -0.24455 2.23037 -0.39112 -0.001 0.074 -0.233
C -1.02757 3.11427 -1.26571 0.068 0.027 0.058
C -0.53429 4.37195 -1.58105 -0.002 0.003 -0.026
C -1.26962 5.20648 -2.40800 -0.007 -0.020 -0.008
C -2.49314 4.78491 -2.91431 0.004 -0.023 0.032
C -2.98292 3.52978 -2.58702 0.013 0.040 -0.024
C -2.24691 2.69222 -1.75870 -0.099 -0.086 -0.041
H 0.03107 2.76833 0.42807 -0.021 -0.133 0.056
H 0.62508 2.00691 -0.87775 0.034 0.094 0.011
H 0.41882 4.70025 -1.18240 0.013 -0.002 -0.002
H -0.88859 6.18778 -2.65417 0.001 0.016 -0.003
H -3.06815 5.43951 -3.55420 -0.004 0.008 -0.010
H -3.94113 3.20262 -2.96699 0.003 -0.006 -0.010
H -2.64568 1.70993 -1.50607 0.047 0.038 0.013
```
Positions in Å, forces in eV/Å.

## Properties
* spin multiplicity: 5
* largest force on an atom: 0.470 eV/Å
* total charge: +2
* orbital gap (alpha / beta): 0.2650 / 0.2830 hartree
* HOMO (alpha / beta): -12.52 / -14.44 eV
* LUMO (alpha / beta): -5.31 / -6.74 eV

Results of the natural (NBO) charge analysis, in e, for atoms 1 through 8: number 1, Os, carries 1.102; number 2, C, carries -0.632; number 3, C, carries -0.747; number 4, Sb, carries 1.325; number 5, C, carries -0.710; number 6, C, carries -0.633; number 7, C, carries -0.721; number 8, C, carries -0.627


# 2
A structure of composition C34H47BrN5O3OsSi2, computed with ωB97M-V with the def2-TZVPD basis set.

```
93
Properties=species:S:1:pos:R:3:forces:R:3
Os 0.00786 -0.16194 -0.21259 0.122 -0.065 -0.135
C 2.09712 3.17827 -1.98077 -0.035 -0.056 -0.019
C 0.78309 3.39808 -1.29324 0.050 -0.013 0.076
C 0.20486 4.65640 -1.25361 0.017 0.010 0.017
C -0.97236 4.81911 -0.52246 -0.002 -0.021 0.009
C -1.52438 3.76272 0.15827 0.046 0.022 0.038
C -0.88080 2.50189 0.08127 -0.057 -0.061 -0.072
N 0.23517 2.35100 -0.67131 -0.188 0.017 -0.336
N -1.24088 1.35050 0.66602 0.215 0.136 0.129
Si -2.79747 1.15047 1.42967 0.001 -0.073 0.053
C -2.93496 2.37848 2.87625 0.022 0.016 0.037
C -3.01358 -0.57532 2.10124 -0.014 -0.042 0.009
C -4.24032 1.51997 0.28606 -0.007 0.066 0.029
H 2.91196 3.36069 -1.27529 -0.011 -0.010 0.004
H 2.21990 3.85125 -2.82994 0.003 0.010 0.009
H 2.18435 2.14853 -2.31139 -0.009 0.082 0.007
H 0.66699 5.48399 -1.77427 -0.005 -0.005 -0.005
H -1.45464 5.78951 -0.48498 0.000 0.001 0.002
H -2.42935 3.88330 0.73497 0.017 0.000 -0.002
H -1.96116 2.71744 3.24060 -0.020 -0.015 -0.031
H -3.45900 1.91345 3.71659 0.009 0.009 -0.015
H -3.50325 3.26996 2.59637 0.007 -0.021 0.012
H -2.08016 -0.99485 2.47794 -0.003 0.036 -0.023
H -3.38548 -1.22527 1.30860 0.018 0.025 0.019
H -3.74780 -0.56278 2.91311 0.016 -0.008 -0.012
H -4.06005 2.39529 -0.34366 0.003 -0.017 0.009
H -5.14018 1.71639 0.87882 0.014 0.002 -0.011
H -4.44154 0.66858 -0.36368 -0.001 -0.021 -0.019
Br 0.02725 1.35428 6.66867 0.004 -0.001 -0.002
C 0.38468 0.00016 5.39232 0.017 0.026 -0.001
C 1.00808 -1.17368 5.77059 -0.002 0.000 0.004
C 1.26698 -2.11027 4.78387 0.012 -0.010 -0.003
C 0.88597 -1.82402 3.48026 0.024 0.001 -0.033
N 0.28052 -0.69874 3.12720 -0.004 -0.047 0.248
C 0.03991 0.20571 4.06662 -0.022 0.014 -0.043
H 1.29165 -1.34168 6.80064 -0.004 -0.003 0.005
H 1.76658 -3.04089 5.01925 -0.009 0.004 -0.002
H 1.08607 -2.51995 2.67192 -0.001 -0.015 0.013
H -0.43143 1.12919 3.74526 -0.007 -0.050 0.030
C 0.52244 -4.22113 -0.00090 0.040 0.013 -0.011
C -0.48206 -3.18084 -0.51349 -0.050 -0.116 0.383
C -0.62774 -3.33741 -2.02756 0.031 0.018 0.010
C -1.82279 -3.39511 0.18947 -0.001 0.034 -0.019
N 0.04219 -1.85003 -0.24728 -0.027 -0.177 -0.809
H 0.05432 -5.20758 -0.01833 0.003 0.005 -0.017
H 0.82021 -4.00588 1.02644 -0.010 0.006 -0.004
H 1.41492 -4.25652 -0.62605 -0.027 0.015 0.033
H -0.85683 -4.38085 -2.25778 -0.016 0.011 0.001
H 0.30421 -3.06642 -2.52622 -0.009 -0.018 0.006
H -1.43116 -2.71654 -2.41459 -0.028 0.054 -0.015
H -2.21234 -4.38250 -0.07162 0.011 -0.007 0.018
H -2.54082 -2.64117 -0.12364 0.002 -0.003 -0.005
H -1.69627 -3.34526 1.27363 -0.009 0.034 -0.021
O -4.24080 -0.91553 -4.47568 -0.014 -0.031 0.142
C -3.16908 -0.10998 -4.45383 0.039 0.038 0.034
C -2.80268 0.53814 -5.63603 0.001 -0.004 0.009
C -1.71731 1.39345 -5.65664 0.009 0.001 0.006
C -0.97133 1.61894 -4.50365 -0.010 -0.007 -0.002
C -1.32743 0.96668 -3.33655 -0.003 -0.026 -0.019
C -2.41263 0.09694 -3.28193 -0.007 0.002 -0.028
C -2.79405 -0.59976 -2.00350 0.038 -0.057 -0.048
O -3.84580 -1.28754 -2.00876 -0.034 0.023 -0.082
O -2.07949 -0.48220 -0.96993 -0.064 0.142 0.106
H -4.33472 -1.22362 -3.52089 0.026 0.009 -0.064
H -3.39590 0.35549 -6.52327 0.000 0.003 0.007
H -1.45170 1.89345 -6.58123 0.000 -0.003 0.003
H -0.12502 2.29504 -4.51287 -0.012 -0.008 -0.003
H -0.75202 1.13239 -2.43696 -0.004 -0.002 -0.011
C 4.54293 0.57224 -1.38911 0.039 -0.008 -0.013
Si 2.96615 -0.46429 -1.26805 -0.048 0.152 0.151
C 2.11760 -0.43038 -2.94302 0.050 -0.065 -0.025
C 3.53924 -2.24817 -1.01041 -0.068 -0.039 0.079
N 1.98008 0.13365 0.04478 0.038 0.031 0.246
C 2.56635 0.44734 1.27718 -0.058 0.091 0.038
C 3.57631 -0.32741 1.86260 0.010 0.017 -0.024
C 4.13897 0.02218 3.08451 -0.023 -0.005 -0.010
C 3.71092 1.15133 3.76578 -0.022 0.003 -0.013
C 2.71441 1.93740 3.19277 0.012 -0.021 -0.023
C 2.15910 1.59755 1.97252 -0.019 -0.014 -0.007
H 5.37284 -0.03575 -1.76222 -0.019 0.017 -0.007
H 4.83179 0.96260 -0.40941 -0.006 -0.021 -0.029
H 4.42245 1.42003 -2.06766 -0.012 -0.016 0.040
H 2.78966 -0.90533 -3.66816 0.004 0.023 0.022
H 1.89825 0.57016 -3.31167 -0.032 -0.014 -0.016
H 1.17635 -0.97769 -2.93747 0.001 -0.046 0.001
H 3.66993 -2.75896 -1.96885 -0.016 0.000 0.011
H 2.80620 -2.80467 -0.42313 0.077 0.049 -0.034
H 4.49547 -2.28576 -0.48260 -0.005 -0.001 -0.008
H 3.90321 -1.23311 1.36680 -0.008 0.010 0.008
H 4.91165 -0.60759 3.51204 -0.007 0.000 -0.001
H 4.14047 1.41583 4.72418 -0.002 -0.001 -0.005
H 2.36295 2.82423 3.70888 0.001 0.002 -0.003
H 1.37771 2.20631 1.53457 0.018 -0.018 0.026
```
Positions in Å, forces in eV/Å.

## Properties
* largest force on an atom: 0.828 eV/Å
* total charge: -1
* orbital gap: 0.2475 hartree
* HOMO: -4.44 eV
* LUMO: 2.30 eV

Results of the Löwdin charge analysis, in e, for atoms 1 through 8: number 1, Os, carries 1.455; number 2, C, carries -0.029; number 3, C, carries -0.336; number 4, C, carries -0.066; number 5, C, carries -0.081; number 6, C, carries -0.035; number 7, C, carries -0.468; number 8, N, carries 0.049


# 3
A structure of composition C34H47CeN7O3, computed with ωB97M-V with the def2-TZVPD basis set.

```
92
Properties=species:S:1:pos:R:3:forces:R:3
Ce -0.34752 0.24340 0.56438 1.734 4.047 -0.358
N -0.35586 0.18510 3.34056 -0.147 -0.151 -0.386
C 0.28341 1.25462 4.13621 0.018 0.136 0.020
C 1.79983 1.20178 4.04967 0.071 -0.005 0.081
C 2.39923 1.51784 2.68799 -0.035 0.162 0.021
N 2.15510 0.44454 1.71348 -0.289 -0.368 -0.110
H -1.28455 -0.00768 3.70490 0.010 0.041 0.009
H 0.17688 -0.67767 3.45124 0.012 0.030 0.044
H -0.01149 1.17800 5.18740 0.012 -0.033 -0.030
H -0.06810 2.22331 3.77251 0.006 -0.023 -0.009
H 2.15294 0.22292 4.39334 -0.011 -0.022 -0.021
H 2.19121 1.93195 4.76244 -0.025 0.002 -0.020
H 3.47324 1.69345 2.81445 -0.021 -0.050 0.011
H 1.96421 2.44021 2.29635 -0.001 -0.025 -0.039
H 2.41073 -0.45818 2.11606 0.058 0.047 0.016
H 2.74211 0.59977 0.90124 -0.072 0.063 -0.026
C 2.76574 -2.34013 -1.23057 0.035 -0.039 -0.062
C 2.22957 -0.92574 -1.41034 -0.010 0.095 -0.012
C 1.71531 -0.55399 -2.78258 0.020 0.003 -0.058
C 2.58976 -0.69138 -3.85721 -0.028 -0.021 0.020
C 2.27447 -0.18456 -5.10333 0.018 0.020 -0.012
C 1.10904 0.54822 -5.25986 -0.009 -0.024 0.026
C 0.20581 0.71052 -4.21582 0.039 0.015 -0.065
C -0.88734 1.74913 -4.37538 -0.058 -0.018 -0.048
C -0.63580 2.95363 -3.46566 0.002 0.029 0.052
C 0.47148 0.05547 -2.99719 -0.009 0.067 0.219
N -0.48144 0.09529 -1.94125 -0.133 -0.077 0.160
C -1.72323 -0.13997 -2.23658 -0.173 -0.039 0.022
C -2.82951 0.02237 -1.35338 0.130 -0.066 -0.211
C -4.17473 -0.11208 -1.70486 0.012 -0.024 0.037
C -4.91557 0.18306 -0.55965 0.114 -0.028 0.013
C -3.98038 0.47345 0.43464 -0.052 -0.019 0.173
N -2.71919 0.38665 -0.02259 0.238 0.025 -0.121
H 3.09865 -2.49402 -0.20258 -0.004 0.002 0.016
H 3.61935 -2.52964 -1.88236 -0.025 0.023 -0.002
H 2.00360 -3.08248 -1.46040 -0.016 0.001 0.009
H 3.01866 -0.20242 -1.17625 0.001 -0.051 0.041
H 1.46851 -0.76249 -0.64663 0.013 -0.169 -0.130
H 3.54314 -1.18213 -3.70298 0.009 0.010 -0.002
H 2.96264 -0.30091 -5.93019 -0.006 -0.007 -0.005
H 0.90307 1.03739 -6.20428 0.009 0.002 -0.004
H -1.89036 1.36353 -4.19732 0.013 -0.025 0.034
H -0.88252 2.07185 -5.41886 0.012 0.003 0.019
H -0.63370 2.66603 -2.41227 0.006 0.008 0.006
H -1.40310 3.71530 -3.61034 0.000 -0.007 -0.004
H 0.33503 3.40177 -3.68429 0.004 -0.001 -0.006
H -1.98854 -0.49606 -3.23310 0.074 0.083 -0.029
H -4.54671 -0.37518 -2.68323 -0.002 -0.002 -0.002
H -5.98779 0.19135 -0.45426 -0.003 0.013 0.012
H -4.17382 0.74519 1.46382 -0.004 0.014 -0.020
C 2.53465 4.00171 -0.78602 0.105 -0.022 -0.023
C 1.40214 4.51553 0.04666 -0.629 -0.211 0.339
C 1.34626 5.85051 0.41423 -0.329 -0.099 0.137
C 0.29961 6.33998 1.18722 -0.099 0.190 0.108
C -0.73406 5.49762 1.60146 0.374 0.235 -0.168
C -0.72728 4.16122 1.26172 0.546 -0.157 -0.376
C -1.84075 3.24472 1.65804 0.045 0.021 -0.041
C 0.36567 3.62756 0.48713 -0.024 1.339 0.346
N 0.40458 2.32307 0.22606 -1.668 -4.915 0.424
H 2.76441 4.70115 -1.59203 0.033 -0.031 -0.014
H 2.28726 3.03257 -1.21392 0.000 -0.047 -0.054
H 3.44281 3.89014 -0.18535 0.027 -0.065 -0.023
H 2.13462 6.52062 0.08878 -0.003 0.024 -0.004
H 0.28009 7.38749 1.46220 -0.007 -0.010 -0.003
H -1.55568 5.89563 2.18701 0.009 0.021 0.008
H -2.55726 3.73596 2.31781 0.026 0.028 0.000
H -1.44701 2.36914 2.19053 -0.044 -0.086 0.045
H -2.37784 2.87123 0.78413 0.010 -0.031 -0.040
C -2.05052 -3.73673 3.10957 0.008 0.021 0.072
C -2.16979 -4.38032 1.73711 -0.034 -0.047 -0.094
C -0.91209 -4.29241 0.82608 0.029 0.056 0.088
C -1.24153 -4.96588 -0.50960 -0.083 -0.018 0.006
C -0.13029 -4.88777 -1.54168 0.049 -0.032 -0.095
C 0.20774 -5.03161 1.53442 0.010 -0.090 -0.033
O 0.26724 -6.23836 1.59505 -0.021 0.102 -0.001
N 1.13993 -4.24158 2.16871 -0.035 0.056 0.003
C 1.15680 -2.84838 2.20469 0.277 0.043 0.252
O 1.95329 -2.29173 2.95480 -0.129 -0.080 -0.080
N 0.31250 -2.16514 1.39336 -0.161 -0.019 -0.294
C -0.60104 -2.81868 0.64287 0.044 -0.129 0.143
O -1.27087 -2.15188 -0.15666 0.098 0.216 0.068
H -2.97479 -3.88182 3.66832 -0.002 0.009 -0.002
H -1.87470 -2.66133 3.03933 -0.008 0.016 -0.011
H -1.24191 -4.17152 3.70013 0.005 -0.016 -0.003
H -2.98649 -3.92106 1.17622 -0.001 0.007 0.025
H -2.39763 -5.44333 1.84147 0.009 0.018 -0.001
H -2.14332 -4.48953 -0.89705 0.016 -0.010 -0.014
H -1.48247 -6.00755 -0.29193 0.020 0.018 0.013
H 0.03658 -3.85884 -1.86312 -0.008 0.017 0.014
H -0.39369 -5.46431 -2.42874 -0.006 0.004 0.005
H 0.80723 -5.29746 -1.15893 0.005 0.007 0.022
H 1.82608 -4.70903 2.74476 0.008 0.016 -0.011
```
Positions in Å, forces in eV/Å.

## Properties
* largest force on an atom: 5.208 eV/Å
* orbital gap (alpha / beta): 0.2169 / 0.2158 hartree
* HOMO (alpha / beta): -6.29 / -6.30 eV
* LUMO (alpha / beta): -0.39 / -0.43 eV

Results of the Löwdin charge analysis, in e, for atoms 1 through 8: number 1, Ce, carries 1.255; number 2, N, carries -0.028; number 3, C, carries -0.229; number 4, C, carries -0.176; number 5, C, carries -0.230; number 6, N, carries -0.023; number 7, H, carries 0.094; number 8, H, carries 0.057


Q: Among the records above, which one has the highest largest force on an atom?
A: C34H47CeN7O3